Formula: C10H40ClN20O14
Source: the OMol25 dataset
Level of theory: ωB97M-V with the def2-TZVPD basis set

The geometry in ORCA input format:
```
! wB97M-V def2-TZVPD RIJCOSX def2/J DEFGRID3
* xyz -1 1
Cl 0.789 0.043 0.898
O 0.596 -1.128 0.116
O 0.387 1.186 0.134
O -0.046 -0.030 2.115
O 2.124 0.284 1.377
C 2.172 -4.224 2.536
O 1.799 -4.767 1.472
N 2.311 -2.914 2.731
N 2.477 -5.060 3.561
H 2.635 -2.541 3.602
H 1.963 -2.333 1.984
H 2.471 -6.048 3.416
H 2.710 -4.647 4.450
C 3.594 -3.840 -1.504
O 4.227 -2.968 -2.125
N 2.372 -3.685 -0.977
N 4.094 -5.103 -1.378
H 2.019 -4.328 -0.266
H 2.028 -2.741 -0.875
H 3.516 -5.727 -0.849
H 4.919 -5.263 -1.927
C 2.161 -0.053 -3.859
O 1.561 0.619 -4.694
N 2.950 -1.113 -4.135
N 2.278 0.321 -2.545
H 3.250 -1.778 -3.439
H 3.092 -1.374 -5.095
H 1.523 0.844 -2.140
H 2.889 -0.218 -1.957
C -0.710 3.029 4.328
O -1.831 2.575 4.108
N 0.409 2.265 4.104
N -0.432 4.261 4.809
H 1.303 2.729 4.135
H 0.418 1.448 3.514
H -1.243 4.768 5.124
H 0.442 4.303 5.300
C -3.644 0.810 -0.499
O -3.754 2.044 -0.446
N -4.576 0.108 -1.218
N -2.563 0.087 -0.180
H -5.400 0.552 -1.580
H -4.687 -0.892 -1.169
H -2.635 -0.921 -0.182
H -1.782 0.443 0.349
C -2.046 -2.025 -3.575
O -2.180 -1.966 -4.799
N -2.906 -2.678 -2.756
N -0.911 -1.560 -2.980
H -2.658 -3.107 -1.871
H -3.684 -3.084 -3.251
H -0.833 -1.477 -1.985
H -0.189 -1.538 -3.686
C -1.882 5.212 0.926
O -1.981 6.345 1.403
N -0.987 4.894 -0.023
N -2.765 4.188 1.204
H -0.324 5.596 -0.289
H -1.090 4.055 -0.565
H -3.543 4.370 1.806
H -2.815 3.438 0.526
C -3.045 -3.107 1.179
O -2.815 -2.853 -0.021
N -2.134 -2.801 2.131
N -4.236 -3.613 1.540
H -2.145 -3.290 3.008
H -1.247 -2.491 1.764
H -4.786 -3.762 0.709
H -4.646 -3.567 2.453
C 4.017 3.488 1.330
O 4.848 4.390 1.253
N 2.682 3.743 1.220
N 4.264 2.170 1.569
H 2.024 2.990 1.102
H 2.239 4.634 1.121
H 3.509 1.536 1.340
H 5.197 1.810 1.625
C -1.352 2.965 -3.513
O -1.407 3.781 -4.422
N -2.470 2.261 -3.119
N -0.322 2.752 -2.662
H -2.513 1.736 -2.263
H -3.326 2.375 -3.628
H -0.279 2.060 -1.937
H 0.564 3.110 -2.989
*
```

Calculated values
orbital gap	0.302	Ha
relative energy (zero: lowest compared OMol25 entry of this formula, charge and spin)	0.000	eV


Formula: C4H4Cl2
Source: the OMol25 dataset
Level of theory: ωB97M-V with the def2-TZVPD basis set

The geometry in ORCA input format:
```
! wB97M-V def2-TZVPD RIJCOSX def2/J DEFGRID3
* xyz 0 1
C 1.875 -0.790 -0.919
C 0.632 -0.428 -0.960
C -0.593 0.180 -0.492
C -0.539 0.209 1.118
Cl -2.071 -0.660 -0.982
Cl -0.494 1.891 -0.970
H 2.764 -1.316 -1.328
H -0.637 -0.757 1.571
H -1.338 0.932 1.566
H 0.399 0.739 1.394
*
```

Calculated values
orbital gap	0.396	Ha
relative energy (zero: lowest compared OMol25 entry of this formula, charge and spin)	1.834	eV
SMILES string	C#CC(C)(Cl)Cl


Formula: C5H6Cl2O
Source: the OMol25 dataset
Level of theory: ωB97M-V with the def2-TZVPD basis set

The geometry in ORCA input format:
```
! wB97M-V def2-TZVPD RIJCOSX def2/J DEFGRID3
* xyz 0 1
C 0.083 -2.310 -0.480
C -0.973 -1.253 -0.279
O -2.109 -1.496 -0.653
C -0.635 0.112 0.284
Cl -1.982 0.782 1.160
C 0.428 0.934 0.064
C 0.539 2.363 0.536
Cl 1.787 0.479 -0.995
H 0.950 -2.240 0.178
H 0.478 -2.181 -1.477
H -0.404 -3.292 -0.412
H 1.524 2.428 1.048
H -0.174 2.560 1.319
H 0.488 3.115 -0.293
*
```

Calculated values
orbital gap	0.354	Ha
relative energy (zero: lowest compared OMol25 entry of this formula, charge and spin)	0.204	eV
SMILES string	CC(=O)/C(Cl)=C(/C)Cl


Q: Which E_LUMO values were calculated for the entries above? A: 1.587; 0.537; 0.038, in eV.